Computed, not measured: a molecular structure, C27H39CdN7O13P, with ωB97M-V with the def2-TZVPD basis set.

LUMO energy (spin up / spin down): 4.10 / 4.10 eV
E: -2922.84132 hartree
HOMO (spin up / spin down): -0.55 / -1.51 eV
<S²>: 0.763
Net charge: -2
Frontier orbital gap (spin up / spin down): 4.652 / 5.607 eV
Molecular weight: 813.03 g mol⁻¹
2S+1: 2

XYZ file:
```
88
Properties=species:S:1:pos:R:3:forces:R:3:mulliken_charge:R:1
Cd 0.0275 0.5060 -1.2907 0.7 -0.3 0.1 3.479
O -1.2136 2.7333 0.4724 -0.1 -0.1 0.3 -0.472
C -0.6761 3.4761 1.5551 0.1 0.1 -0.3 -0.183
C 0.0077 4.7133 1.0026 0.1 0.0 -0.1 -1.189
C 1.2433 4.4606 0.1086 -0.2 -0.2 0.3 0.644
C 2.4272 3.8858 0.8346 0.0 0.0 -0.1 0.256
C 3.5510 4.6762 1.0976 0.0 0.0 0.1 -0.815
C 4.6313 4.1360 1.7718 0.0 0.0 0.0 -0.290
C 4.5741 2.8116 2.1774 0.0 0.1 0.0 -1.119
C 3.4295 2.0910 1.8690 -0.1 0.1 0.2 0.060
N 2.3900 2.5998 1.2102 -0.1 0.0 0.1 0.292
H -1.7294 2.0239 0.8961 -0.1 -0.1 0.0 0.201
H 0.0314 2.8705 2.1192 0.1 -0.2 0.1 0.165
H -1.4787 3.7813 2.2374 0.0 0.0 0.0 0.380
H 0.2791 5.3701 1.8379 0.0 0.0 0.0 0.367
H -0.7311 5.2374 0.3888 0.1 0.1 0.0 0.448
H 1.5400 5.4069 -0.3443 0.0 0.0 -0.1 0.454
H 0.9483 3.7840 -0.6959 0.1 0.0 0.0 -0.818
H 3.5676 5.7067 0.7640 0.0 0.0 0.0 0.403
H 5.5097 4.7392 1.9733 0.0 0.0 0.0 0.373
H 5.3936 2.3466 2.7105 0.0 0.0 0.0 0.403
H 3.3467 1.0462 2.1530 0.0 0.3 0.1 0.382
O -2.3546 4.3956 -5.5196 -0.2 0.3 -0.3 -0.692
C -1.9305 3.6643 -4.6534 0.1 -0.2 0.2 0.404
C -0.7744 3.9570 -3.7318 -0.1 -0.2 0.0 -0.013
O -0.1749 5.0137 -3.6483 0.2 0.2 0.0 -0.728
C -0.5462 2.7267 -2.9710 -0.2 -0.3 -0.1 1.212
C -1.5670 1.7717 -3.2815 0.2 0.2 0.0 0.095
O -1.6475 0.6250 -2.7124 -0.3 0.0 -0.1 -1.174
C -2.4628 2.3006 -4.3017 0.2 0.0 0.2 -0.123
O -3.4493 1.7696 -4.7893 -0.2 -0.1 -0.2 -0.746
O 0.3846 2.5103 -2.1396 -0.1 0.3 0.0 -1.109
N 2.1899 -0.9645 1.1944 0.0 0.1 -0.1 -0.502
N 3.4094 -0.5314 0.6365 0.0 -0.1 -0.3 -0.157
C 3.5407 -0.3355 -0.7343 -0.2 0.2 -0.3 0.186
N 4.8443 -0.4222 -1.1997 0.0 -0.2 0.1 -0.625
N 2.4773 -0.1160 -1.4454 0.0 0.1 0.2 -0.232
N 2.5381 0.1108 -2.7877 0.0 0.1 -0.6 0.634
O 3.6579 0.2693 -3.4384 -0.6 -0.2 0.4 -0.963
O 1.3776 0.1001 -3.3891 0.7 -0.2 0.5 -0.775
H 1.6203 -0.1527 1.4073 -0.1 0.1 0.0 0.178
H 1.6598 -1.4528 0.4753 -0.1 -0.2 0.0 0.144
H 4.1854 -1.0396 1.0159 0.1 -0.3 0.0 0.204
H 5.5128 0.0466 -0.6031 -0.1 0.1 0.0 0.173
H 4.8392 -0.1121 -2.1791 0.0 0.1 -0.1 0.385
C -3.0291 -1.6795 4.2683 0.1 0.1 -0.3 -1.381
C -1.5139 -1.4811 4.1673 0.0 0.0 0.1 1.669
C -1.0931 -0.2119 4.9079 0.0 0.0 -0.2 -1.717
C -0.7928 -2.6914 4.7454 0.1 0.0 -0.1 -1.736
O -1.0551 -1.4126 2.8047 -0.2 0.0 0.1 -0.180
P -1.7239 -0.5131 1.6304 0.0 0.0 0.2 -1.274
O -2.3670 0.7072 2.1774 0.0 0.2 0.0 -1.039
O -0.6032 -0.3689 0.6428 0.0 -0.2 -0.2 2.305
O -2.9259 -1.4279 1.0817 0.1 -0.2 0.0 -0.319
C -2.8837 -2.6445 0.2980 0.1 0.0 -0.1 1.969
C -2.7553 -2.2755 -1.1736 -0.1 0.2 0.0 -1.396
C -1.7467 -3.5733 0.7250 0.0 0.2 0.1 -1.184
C -4.2280 -3.3050 0.5622 -0.1 0.0 0.1 -1.903
H -3.3244 -1.7258 5.3192 0.0 0.0 0.0 0.536
H -3.3235 -2.6087 3.7730 0.0 0.0 0.0 0.170
H -3.5482 -0.8522 3.7823 0.0 0.0 0.1 0.269
H -1.3846 -0.2699 5.9601 0.0 0.0 0.0 0.481
H -1.5703 0.6506 4.4404 0.0 0.0 0.0 0.307
H -0.0084 -0.0880 4.8411 -0.1 0.0 0.0 0.321
H -1.0046 -2.7859 5.8136 0.0 0.0 0.0 0.404
H 0.2845 -2.5818 4.5973 -0.1 0.0 0.0 0.326
H -1.1184 -3.6018 4.2347 0.0 0.0 0.0 0.345
H -1.7907 -1.8093 -1.3525 0.0 0.0 0.0 -0.193
H -3.5285 -1.5611 -1.4621 0.0 -0.1 0.0 0.417
H -2.8390 -3.1677 -1.8015 0.0 0.0 0.0 0.435
H -0.7855 -3.0819 0.5766 0.0 0.0 0.0 0.025
H -1.7741 -4.4821 0.1172 0.0 0.0 0.0 0.554
H -1.8438 -3.8458 1.7792 0.0 0.0 0.0 0.117
H -5.0347 -2.6226 0.2832 0.0 -0.1 0.0 0.393
H -4.3309 -3.5485 1.6236 0.0 0.0 -0.1 0.358
H -4.3171 -4.2233 -0.0239 0.0 0.0 0.0 0.374
O 0.3564 -2.1165 -1.4421 0.1 0.0 0.3 -0.470
N 0.3310 -2.6898 -2.5885 -0.1 0.1 -0.3 0.044
C -0.2968 -2.0881 -3.6270 0.0 0.0 -0.1 -0.199
C -0.3435 -2.7042 -4.8605 -0.1 0.1 0.0 -1.174
C 0.2514 -3.9359 -5.0594 0.0 -0.1 0.0 -0.338
C 0.8977 -4.5274 -3.9847 0.0 0.0 0.0 -0.630
C 0.9266 -3.8893 -2.7640 0.1 -0.2 0.0 -0.291
H -0.7301 -1.1208 -3.4093 -0.1 0.0 -0.1 0.710
H -0.8506 -2.1915 -5.6660 0.0 0.0 0.0 0.476
H 0.2160 -4.4234 -6.0246 0.0 0.0 0.0 0.374
H 1.3897 -5.4854 -4.0823 0.0 0.0 0.0 0.380
H 1.4128 -4.2812 -1.8835 0.0 0.1 0.0 0.469
```
Positions in Å, forces in eV/Å.

***

Computed, not measured: a molecular structure, C20H15N4O6S4Tc, with ωB97M-V with the def2-TZVPD basis set.

LUMO energy (spin up / spin down): 2.24 / 1.19 eV
E: -3115.38176 hartree
HOMO (spin up / spin down): -5.68 / -5.71 eV
<S²>: 3.783
Net charge: -1
Frontier orbital gap (spin up / spin down): 7.921 / 6.899 eV
Molecular weight: 633.63 g mol⁻¹
2S+1: 4

XYZ file:
```
50
Properties=species:S:1:pos:R:3:forces:R:3:mulliken_charge:R:1
Tc -0.1584 0.6749 -0.0655 -0.1 0.0 0.0 1.122
C -0.7411 -1.9451 3.5550 0.0 0.0 0.0 -0.642
O 0.1009 -0.8777 4.0420 0.0 0.0 0.0 -0.467
C 0.4884 -0.0097 3.1103 0.0 0.0 0.0 0.782
O 0.1584 -0.1419 1.9365 0.0 0.0 0.0 -0.367
N 1.2696 0.9617 3.5938 0.0 0.0 0.0 -0.049
N 1.7955 1.9986 2.8151 0.0 0.0 0.0 -0.840
H -0.9727 -2.5430 4.4300 0.0 0.0 0.0 0.243
H -0.2086 -2.5359 2.8125 0.0 0.0 0.0 0.297
H -1.6477 -1.5386 3.1113 0.0 0.0 0.0 0.286
H 1.4882 0.9646 4.5741 0.0 0.0 0.0 0.242
H 2.3090 1.5995 2.0326 0.0 0.0 0.0 0.361
H 1.0176 2.5215 2.4193 0.0 0.0 0.0 0.284
O 3.8808 1.4654 -0.7083 0.0 -0.1 0.0 -0.700
C 2.7477 1.1284 -0.9935 -0.1 0.2 0.0 0.222
O 1.8072 1.0625 -0.0828 0.1 -0.1 0.0 -0.386
C 2.3899 0.7941 -2.4175 0.0 -0.1 0.0 0.422
C 3.4460 0.3499 -3.2134 0.0 0.0 0.0 -0.723
C 3.2626 0.0277 -4.5439 0.0 0.0 0.0 -0.557
C 2.0009 0.1705 -5.1073 0.0 0.0 0.0 -0.548
C 0.9461 0.6202 -4.3361 0.0 0.0 0.0 -0.798
C 1.1173 0.9316 -2.9842 0.0 0.0 0.0 0.824
S -0.3255 1.5565 -2.1679 0.0 0.1 -0.1 -0.336
H 4.4194 0.2705 -2.7488 0.0 0.0 0.0 0.422
H 4.0934 -0.3299 -5.1380 0.0 0.0 0.0 0.383
H 1.8343 -0.0758 -6.1486 0.0 0.0 0.0 0.357
H -0.0397 0.7262 -4.7704 0.0 0.0 0.0 0.433
S -2.3333 -0.3095 0.0375 0.0 0.0 0.0 -0.309
C -1.5561 -1.8231 -0.2958 0.0 0.0 0.0 0.955
S 0.0930 -1.6178 -0.7756 0.0 -0.1 0.0 -0.467
C -2.1745 -3.0455 -0.1697 0.0 0.0 0.0 0.338
C -3.5280 -3.1407 0.2651 0.0 0.0 0.0 -0.077
N -4.6224 -3.2145 0.6184 0.0 0.0 0.0 -0.544
C -1.4712 -4.2562 -0.4340 0.0 0.0 0.0 -0.044
N -0.8989 -5.2356 -0.6367 0.0 0.0 0.0 -0.541
O 2.3081 8.1126 -1.1557 0.0 0.0 0.0 -0.486
C 0.9680 7.9155 -1.0863 0.0 0.0 0.1 0.584
O 0.2273 8.8148 -1.3768 0.0 0.0 0.0 -0.570
C 0.5099 6.5781 -0.6149 0.0 0.0 0.0 0.977
C -0.8167 6.4521 -0.2066 0.0 0.0 0.0 -0.717
C -1.2992 5.2415 0.2483 0.0 0.0 0.0 -0.703
C -0.4707 4.1152 0.3026 0.0 0.1 0.0 0.351
S -1.1567 2.6237 0.9454 0.0 0.0 0.0 -0.448
C 0.8522 4.2386 -0.1182 0.0 0.0 0.0 -0.526
C 1.3320 5.4558 -0.5706 0.0 0.0 0.0 -0.925
H 2.7697 7.3416 -0.8068 0.0 0.0 0.0 0.293
H -1.4591 7.3209 -0.2568 0.0 0.0 0.0 0.415
H -2.3310 5.1507 0.5621 0.0 0.0 0.0 0.412
H 1.5096 3.3829 -0.0886 0.0 0.0 0.0 0.502
H 2.3601 5.4872 -0.9170 0.0 0.0 0.0 0.262
```
Positions in Å, forces in eV/Å.

***

Computed, not measured: 2 unconnected molecules or ions with the total composition C21H28BBr3F3N2O7S in a non-equilibrium geometry, with ωB97M-V with the def2-TZVPD basis set.

LUMO energy: 0.16 eV
E: -9897.87155 hartree
HOMO: -5.02 eV
Net charge: -1
Frontier orbital gap: 5.173 eV
Molecular weight: 760.05 g mol⁻¹
2S+1: 1

XYZ file:
```
66
Properties=species:S:1:pos:R:3:forces:R:3:mulliken_charge:R:1
C 3.1982 3.5708 3.1187 -0.2 0.3 0.0 -1.121
C 1.7528 4.1283 2.8624 0.5 -1.7 -0.9 -0.289
C 0.9974 2.9987 2.0313 0.2 1.2 0.9 0.342
N -0.4328 3.0233 2.2873 0.0 -0.3 0.1 -0.054
B -1.2655 2.1568 1.3139 -0.3 0.8 0.5 -0.338
C -2.0217 3.2883 0.3579 0.2 -0.8 -1.2 -0.673
Br -3.8896 3.5102 1.0677 0.4 0.5 -0.3 -0.251
C -2.2054 2.9234 -1.1445 -2.1 0.9 0.3 0.078
C -3.1978 1.7348 -1.4158 1.2 -0.5 -0.8 -1.169
Br -0.4827 2.7226 -2.1234 -0.4 0.1 0.4 -0.239
O -0.4229 1.1292 0.7011 0.5 -0.6 -0.8 -0.157
C -0.6036 -0.1982 1.1795 0.7 1.6 -0.5 1.001
C 0.7783 -0.6237 1.7901 -0.4 -0.1 0.4 -1.178
C 1.9783 -0.3819 0.8143 -0.1 -1.0 0.2 -0.231
C 2.4625 -1.6078 0.0279 -0.9 0.0 0.7 0.052
F 2.1951 -1.6856 -1.3264 1.2 1.0 0.3 -0.281
C 3.1902 -2.6259 0.5218 0.3 0.7 -1.1 0.165
F 4.3516 -2.9597 -0.0869 -1.1 -1.3 0.1 -0.257
F 2.8957 -3.3561 1.5863 1.2 0.8 0.3 -0.208
C -0.9271 -0.9451 -0.1653 0.5 -0.9 0.7 -0.165
C -1.3110 -2.4514 -0.0810 0.2 2.0 -0.4 0.248
O -2.3719 -2.7788 -0.4252 -1.5 -1.1 -0.5 -0.433
Br -0.1098 -3.8961 0.5159 0.4 0.1 0.0 -0.221
C -1.7725 0.0885 2.2478 0.7 1.6 1.4 -0.783
N -1.2856 0.3775 3.6191 0.9 -1.2 -0.5 -0.421
S -3.0996 -1.1932 2.5696 -4.2 0.6 1.1 1.654
C -2.3650 -2.8133 3.0302 1.4 0.3 -0.4 -0.957
O -4.0994 -1.3030 1.5205 1.6 -0.6 -0.8 -0.734
O -3.7930 -0.7551 3.7883 1.5 -0.3 0.0 -0.797
O -2.3531 1.3097 1.9104 0.0 -2.0 -0.2 -0.498
H 3.6675 3.2608 2.1551 -0.3 0.4 0.6 0.250
H 3.8595 4.3131 3.6140 -0.3 -0.5 -0.3 0.377
H 3.1619 2.6425 3.7336 0.0 0.7 -0.2 0.264
H 1.8045 5.0156 2.2025 -0.2 -0.1 0.8 0.280
H 1.1926 4.2958 3.8011 0.4 0.2 -0.5 0.265
H 1.1746 3.2314 0.9568 -0.1 -0.5 0.5 0.115
H 1.5086 2.0423 2.2986 -0.4 0.3 -0.4 -0.510
H -0.6575 2.8476 3.2623 0.4 -0.1 -0.2 0.237
H -1.5699 4.2917 0.4670 -0.3 -0.6 -0.1 0.531
H -2.6806 3.8079 -1.6247 0.7 -0.5 0.1 0.631
H -4.1303 2.0794 -1.9070 0.5 -0.1 0.6 0.295
H -2.6986 1.0805 -2.1702 -0.5 0.3 0.5 0.308
H -3.4046 1.1203 -0.5206 0.0 0.5 -0.4 0.305
H 0.7695 -1.6829 2.1417 0.0 0.6 -0.4 0.453
H 0.9791 -0.0294 2.7069 -0.5 -0.2 -0.7 0.853
H 1.8147 0.4405 0.0903 -0.3 -0.4 0.4 0.233
H 2.8409 -0.0750 1.4461 -0.5 -0.1 -0.5 0.379
H -1.7698 -0.4270 -0.6540 0.2 -0.5 0.4 -0.268
H -0.0589 -0.8566 -0.8555 -0.4 0.1 0.7 0.337
H -1.9397 1.0478 4.0187 0.0 -0.5 -0.1 0.296
H -1.2532 -0.4643 4.1931 0.0 0.3 0.1 0.310
H -2.6546 -3.0827 4.0611 -0.3 0.3 -0.7 0.407
H -2.5965 -3.5803 2.2709 -0.2 0.5 0.4 0.341
H -1.2528 -2.7051 3.0406 -0.7 0.0 -0.1 0.220
C 1.0285 -2.4650 -4.5688 0.1 0.0 0.1 -0.290
C 2.3266 -2.7168 -4.7281 -0.1 0.0 0.1 -0.277
C 2.9068 -2.9386 -6.0729 0.2 0.0 0.1 0.286
O 4.0898 -3.1704 -6.2208 -0.1 0.0 0.0 -0.553
C 1.9882 -2.8682 -7.2342 -0.1 0.0 -0.1 -0.395
C 0.6912 -2.6168 -7.0755 0.1 0.0 -0.1 -0.363
C 0.1096 -2.3947 -5.7295 -0.2 0.1 0.1 0.244
O -1.0722 -2.1640 -5.5866 0.1 0.0 -0.1 -0.535
H 0.5873 -2.3010 -3.5935 0.0 0.0 0.0 0.577
H 3.0116 -2.7709 -3.8911 0.0 0.0 0.0 0.509
H 2.4306 -3.0322 -8.2088 0.0 0.0 0.0 0.398
H 0.0057 -2.5625 -7.9120 0.0 0.0 0.0 0.404
```
Positions in Å, forces in eV/Å.

***

Computed, not measured: 2 unconnected molecules or ions with the total composition C3H10N2OP in a non-equilibrium geometry, with ωB97M-V with the def2-TZVPD basis set.

LUMO energy: -5.56 eV
E: -646.00822 hartree
HOMO: -13.28 eV
Net charge: +1
Frontier orbital gap: 7.720 eV
Molecular weight: 121.10 g mol⁻¹
2S+1: 1

XYZ file:
```
17
Properties=species:S:1:pos:R:3:forces:R:3:mulliken_charge:R:1
C -2.3274 1.5737 -0.1742 -2.2 -1.2 2.0 -0.824
C 3.0497 0.1224 -0.7410 -0.1 1.3 3.0 -0.845
C -0.5498 -1.9111 0.5667 1.0 0.2 -2.6 -0.795
N -1.6793 0.3056 0.1995 -0.5 1.7 0.6 -0.071
N 1.7723 -0.0972 -0.1165 -2.8 0.5 1.0 0.155
O 1.4262 0.5605 0.8559 1.4 -0.8 -1.8 -0.278
P -1.1129 -0.7916 -0.8153 0.9 -0.3 2.2 0.354
H -2.0936 2.4259 0.5121 -0.5 -1.1 -0.1 0.326
H -1.8485 1.8045 -1.0288 0.5 1.3 -3.6 0.344
H -3.4238 1.2222 -0.2143 1.4 1.7 -0.3 0.327
H 3.3892 -0.9170 -0.8525 0.8 0.8 -0.4 0.326
H 3.4934 0.9075 -0.0774 1.0 -1.3 -0.2 0.341
H 2.8806 0.7375 -1.5832 -0.4 -0.2 -1.8 0.331
H -0.7013 -1.4467 1.4988 -0.4 0.2 1.1 0.311
H 0.5398 -2.0147 0.4005 -0.7 -0.3 0.1 0.274
H -1.0534 -2.8319 0.3623 -0.2 -0.9 0.5 0.389
H -1.7612 0.3504 1.2072 0.8 -1.5 0.3 0.335
```
Positions in Å, forces in eV/Å.